Record 1
A gas-phase ion, C4H10N3O (charge +1) in a non-equilibrium geometry. Source: OMol25; level of theory: ωB97M-V/def2-TZVPD.

The geometry in XYZ format:
```
18
Properties=species:S:1:pos:R:3:nbo_charge:R:1
C -1.394 0.051 -0.255 0.43
C 0.946 0.862 0.042 0.70
C -2.579 0.760 0.396 -0.69
C 1.606 -1.548 -0.306 -0.39
N -0.227 0.827 -0.291 -0.48
N -1.342 -1.056 -0.860 -0.66
N 1.886 -0.221 0.446 -0.57
O 1.664 1.932 -0.245 -0.65
H 1.871 -0.365 1.487 0.45
H -3.143 1.336 -0.344 0.26
H -2.179 1.422 1.218 0.24
H -3.375 0.073 0.659 0.25
H 2.065 -1.390 -1.242 0.23
H 2.045 -2.393 0.315 0.24
H 0.528 -1.422 -0.211 0.27
H -2.228 -1.685 -0.883 0.39
H 2.833 0.099 0.387 0.45
H 1.022 2.718 -0.312 0.54
```

Summary:
- Kohn-Sham gap: 10.25 eV
- ΔE to the lowest compared entry with this formula, charge and spin: 45.5 kcal/mol
- Lowest unoccupied orbital energy: -3.58 eV
- E: -397.6067 Ha
- 2S+1: 1
- HOMO energy: -0.508 Eh
- Net charge: +1

=====

Record 2
3 unconnected molecules or ions with the total composition C4H10N3O3 in a non-equilibrium geometry. Source: OMol25; level of theory: ωB97M-V/def2-TZVPD.

The geometry in XYZ format:
```
20
Properties=species:S:1:pos:R:3:nbo_charge:R:1
C -4.025 -0.275 0.278 0.71
C -3.958 -1.576 0.257 -0.79
C 2.728 0.048 1.148 -0.41
C -1.605 0.267 -0.518 0.04
N -0.790 -0.579 -1.073 -0.24
N -1.099 1.486 -0.208 -0.37
N 2.550 0.798 -0.083 -0.88
O 0.476 -0.392 -1.478 -0.77
O -2.033 2.559 -0.048 -0.60
O -4.476 0.815 0.419 -0.59
H -2.868 2.109 0.159 0.48
H -3.079 -2.119 -0.017 0.24
H -4.823 -2.143 0.567 0.22
H 2.625 -1.044 1.032 0.15
H 3.720 0.255 1.571 0.16
H 1.970 0.386 1.861 0.18
H -1.121 -1.537 -1.201 0.33
H -0.262 1.834 -0.673 0.37
H 1.685 0.453 -0.553 0.41
H 3.298 0.557 -0.733 0.33
```

Summary:
- Kohn-Sham gap: 6.92 eV
- ΔE to the lowest compared entry with this formula, charge and spin: 45.7 kcal/mol
- Lowest unoccupied orbital energy: 3.66 eV
- E: -548.2475 Ha
- 2S+1: 1
- HOMO energy: -0.120 Eh
- Net charge: -1

=====

Record 3
A single C4H10N4 molecule. Source: OMol25; level of theory: ωB97M-V/def2-TZVPD.

The geometry in XYZ format:
```
18
Properties=species:S:1:pos:R:3:nbo_charge:R:1
C 1.824 0.887 0.029 -0.07
C -1.216 -1.962 0.275 -0.68
C -0.497 0.445 -0.048 0.37
C -1.599 -0.553 -0.044 0.28
N -0.918 1.742 -0.100 -0.82
N 2.999 0.106 -0.313 -0.83
N 0.696 0.012 0.035 -0.50
N -2.755 -0.121 -0.321 -0.64
H -0.277 2.457 -0.399 0.39
H -1.891 1.848 -0.345 0.42
H -3.488 -0.828 -0.320 0.35
H 3.843 0.589 -0.027 0.35
H 2.953 -0.781 0.177 0.36
H 1.902 1.371 1.027 0.16
H 1.740 1.696 -0.720 0.15
H -0.334 -2.231 -0.300 0.26
H -0.949 -2.027 1.328 0.24
H -2.033 -2.650 0.066 0.21
```

Summary:
- Kohn-Sham gap: 9.92 eV
- ΔE to the lowest compared entry with this formula, charge and spin: 9.9 kcal/mol
- Lowest unoccupied orbital energy: 1.00 eV
- E: -377.4310 Ha
- 2S+1: 1
- HOMO energy: -0.328 Eh

=====

Record 4
A single C4H10N4 molecule in a non-equilibrium geometry. Source: OMol25; level of theory: ωB97M-V/def2-TZVPD.

The geometry in XYZ format:
```
18
Properties=species:S:1:pos:R:3:nbo_charge:R:1
C -0.176 -0.551 0.022 -0.02
C -0.172 -0.975 1.489 -0.60
C -1.385 0.248 -0.361 0.15
C 0.953 0.548 -0.206 0.46
N 0.868 1.704 0.521 -0.84
N -0.035 -1.690 -0.835 -0.82
N -1.769 0.295 -1.565 -0.62
N 1.916 0.201 -0.946 -0.73
H -1.908 0.719 0.486 0.15
H 1.539 2.436 0.350 0.39
H 0.005 1.983 0.958 0.39
H -0.349 -1.443 -1.768 0.39
H 0.953 -1.944 -0.900 0.38
H -2.594 0.860 -1.744 0.35
H 2.670 0.877 -1.025 0.33
H 0.794 -1.409 1.737 0.22
H -0.362 -0.131 2.149 0.20
H -0.947 -1.727 1.638 0.23
```

Summary:
- Kohn-Sham gap: 9.90 eV
- ΔE to the lowest compared entry with this formula, charge and spin: 15.6 kcal/mol
- Lowest unoccupied orbital energy: 0.73 eV
- E: -377.4220 Ha
- 2S+1: 1
- HOMO energy: -0.337 Eh

=====

Record 5
A single C4H10N4 molecule in a non-equilibrium geometry. Source: OMol25; level of theory: ωB97M-V/def2-TZVPD.

The geometry in XYZ format:
```
18
Properties=species:S:1:pos:R:3:nbo_charge:R:1
C -2.850 0.181 0.374 -0.44
N 1.481 0.497 -0.376 -0.18
C 0.373 -0.838 -0.527 0.20
N 1.089 1.846 -0.325 -0.68
N 2.422 0.228 0.614 -0.67
C -0.790 -0.084 -0.787 0.02
C 0.737 -2.073 -0.223 -0.50
N -1.716 -0.604 -0.053 -0.39
H 1.333 2.329 0.540 0.36
H 1.556 2.324 -1.089 0.36
H 2.945 -0.599 0.345 0.36
H 1.981 0.077 1.524 0.32
H -0.840 0.816 -1.402 0.21
H -2.808 1.224 0.038 0.17
H -3.754 -0.309 0.004 0.20
H -2.925 0.159 1.464 0.21
H -0.008 -2.793 0.075 0.24
H 1.774 -2.379 -0.195 0.21
```

Summary:
- Kohn-Sham gap: 8.80 eV
- ΔE to the lowest compared entry with this formula, charge and spin: 129.7 kcal/mol
- Lowest unoccupied orbital energy: 1.00 eV
- E: -377.2401 Ha
- 2S+1: 1
- HOMO energy: -0.287 Eh

=====

Record 6
A single C4H10N4 molecule in a non-equilibrium geometry. Source: OMol25; level of theory: ωB97M-V/def2-TZVPD.

The geometry in XYZ format:
```
18
Properties=species:S:1:pos:R:3:nbo_charge:R:1
C 0.552 -1.132 1.044 -0.64
C -0.842 -1.584 -1.010 -0.65
C -0.791 0.746 0.001 0.28
C -0.261 -0.550 -0.084 -0.04
N 2.322 1.662 0.239 -0.62
N -2.012 1.117 -0.534 -0.81
N 0.140 1.657 0.336 -0.38
N 1.178 1.345 -0.412 0.04
H 3.133 1.694 -0.365 0.39
H 2.205 1.900 1.218 0.39
H -2.779 0.516 -0.263 0.38
H -2.197 2.107 -0.428 0.39
H 1.481 -1.566 0.659 0.21
H -0.009 -1.925 1.552 0.21
H 0.828 -0.392 1.797 0.21
H -1.569 -2.225 -0.496 0.20
H -1.338 -1.137 -1.873 0.22
H -0.042 -2.234 -1.380 0.22
```

Summary:
- Kohn-Sham gap (alpha / beta): 8.09 / 8.09 eV
- ΔE to the lowest compared entry with this formula, charge and spin: 76.4 kcal/mol
- Lowest unoccupied orbital energy (alpha / beta): 0.95 / 0.95 eV
- E: -377.3250 Ha
- 2S+1: 1
- HOMO energy (alpha / beta): -0.262 / -0.262 Eh

=====

Record 7
A molecular structure, C4H10N4 in a non-equilibrium geometry. Source: OMol25; level of theory: ωB97M-V/def2-TZVPD.

The geometry in XYZ format:
```
18
Properties=species:S:1:pos:R:3:nbo_charge:R:1
C -3.150 0.127 0.134 -0.48
C -1.083 -0.998 -0.017 0.32
C 1.022 -0.479 -0.168 0.48
C 0.691 0.953 -0.241 -0.71
H -3.789 -0.547 -0.626 0.20
H -3.848 0.299 0.990 0.21
H -3.189 1.030 -0.657 0.20
H -1.594 -1.515 -1.179 0.09
H 0.444 1.392 0.729 0.27
H -0.164 1.008 -0.928 0.25
H 1.560 1.289 -0.684 0.21
H 2.463 -1.674 0.469 0.39
H 2.914 0.404 1.438 0.35
H 3.476 1.018 -0.308 0.37
N -1.650 -0.136 0.637 -0.48
N 0.153 -1.432 0.195 -0.53
N 2.404 -0.870 -0.199 -0.45
N 3.342 0.133 0.416 -0.69
```

Summary:
- Kohn-Sham gap: 10.09 eV
- ΔE to the lowest compared entry with this formula, charge and spin: 122.5 kcal/mol
- Lowest unoccupied orbital energy: 0.71 eV
- E: -377.2516 Ha
- 2S+1: 1
- HOMO energy: -0.345 Eh

=====

Record 8
2 unconnected molecules or ions with the total composition C4H10N4O in a non-equilibrium geometry. Source: OMol25; level of theory: ωB97M-V/def2-TZVPD.

The geometry in XYZ format:
```
19
Properties=species:S:1:pos:R:3:nbo_charge:R:1
C 1.000 0.412 2.052 -0.72
C 0.877 1.164 0.758 0.69
C 0.515 -1.022 -1.239 0.09
N 0.884 -1.829 -0.308 -0.64
O 1.812 1.480 0.036 -0.61
H 1.901 -1.966 -0.360 0.35
H 1.176 -0.637 -2.031 0.18
H 0.713 1.058 2.886 0.23
H 2.031 0.083 2.190 0.24
H 0.340 -0.458 2.061 0.23
C -0.997 -0.522 -1.331 0.39
N -1.840 -1.020 -0.364 -0.83
N -0.429 1.587 0.447 -0.85
N -1.462 -0.269 -2.513 -0.70
H -2.812 -0.812 -0.551 0.41
H -1.365 -1.161 0.522 0.40
H -0.479 2.324 -0.248 0.41
H -1.141 1.598 1.167 0.39
H -0.725 -0.010 -3.172 0.34
```

Summary:
- Kohn-Sham gap: 9.90 eV
- ΔE to the lowest compared entry with this formula, charge and spin: 20.9 kcal/mol
- Lowest unoccupied orbital energy: 0.72 eV
- E: -452.6645 Ha
- 2S+1: 1
- HOMO energy: -0.337 Eh

=====

Record 9
A molecular structure, C4H10N4O in a non-equilibrium geometry. Source: OMol25; level of theory: ωB97M-V/def2-TZVPD.

The geometry in XYZ format:
```
19
Properties=species:S:1:pos:R:3:nbo_charge:R:1
C -1.249 -0.396 -1.303 0.42
C -1.861 -0.065 0.957 0.34
C 0.736 0.694 -0.175 0.85
C 1.859 -1.383 0.497 -0.29
N -0.091 0.191 -1.278 -0.56
N -2.140 -0.461 -0.337 -0.55
N -0.719 0.469 1.141 -0.57
N 0.887 2.033 -0.041 -0.77
O 1.757 0.056 0.189 -0.43
H -1.394 -0.812 -2.352 0.30
H -2.584 0.140 1.694 0.26
H 2.397 -1.956 -0.296 0.25
H 0.978 -1.940 0.554 0.20
H 2.254 -1.539 1.461 0.25
H 0.566 0.065 -2.158 0.49
H -3.087 -0.988 -0.449 0.50
H -0.468 0.696 2.061 0.43
H 0.418 2.800 -0.477 0.44
H 1.742 2.396 0.313 0.45
```

Summary:
- Kohn-Sham gap: 10.16 eV
- ΔE to the lowest compared entry with this formula, charge and spin: 37.7 kcal/mol
- Lowest unoccupied orbital energy: -9.12 eV
- E: -451.9758 Ha
- 2S+1: 1
- HOMO energy: -0.708 Eh
- Net charge: +2

=====

Record 10
A single C4H10N4O2 molecule in a non-equilibrium geometry. Source: OMol25; level of theory: ωB97M-V/def2-TZVPD.

The geometry in XYZ format:
```
20
Properties=species:S:1:pos:R:3:nbo_charge:R:1
C 0.258 -1.157 -0.530 -0.11
C -0.511 0.068 1.584 -0.40
N 0.030 0.154 0.222 -0.39
C -1.052 -0.031 -1.055 0.83
C 0.906 1.304 0.035 0.61
N -0.171 -2.354 0.024 -0.84
N 2.125 0.968 -0.470 -0.83
O -2.254 -0.482 -0.591 -0.74
N 0.423 2.429 0.347 -0.72
O -0.931 0.606 -2.080 -0.70
H -2.914 -0.247 -1.260 0.51
H 0.832 -1.102 -1.442 0.22
H -1.166 -2.487 0.159 0.38
H 0.368 -2.719 0.796 0.36
H 2.236 0.030 -0.835 0.40
H 2.700 1.703 -0.842 0.40
H 1.053 3.202 0.151 0.35
H -0.722 1.057 1.975 0.25
H 0.225 -0.441 2.208 0.19
H -1.435 -0.503 1.604 0.23
```

Summary:
- Kohn-Sham gap: 8.25 eV
- ΔE to the lowest compared entry with this formula, charge and spin: 63.4 kcal/mol
- Lowest unoccupied orbital energy: 0.71 eV
- E: -527.8294 Ha
- 2S+1: 1
- HOMO energy: -0.277 Eh

=====

Record 11
A gas-phase ion, C4H10N4OS (charge +2) in a non-equilibrium geometry. Source: OMol25; level of theory: ωB97M-V/def2-TZVPD.

The geometry in XYZ format:
```
20
Properties=species:S:1:pos:R:3:nbo_charge:R:1
C -2.209 -1.567 -0.199 0.41
C -0.814 0.391 -0.321 0.69
C 2.734 0.861 0.828 -0.67
C 1.853 0.176 -0.234 0.28
N -3.288 -0.870 0.022 -0.64
N -1.913 1.159 -0.596 -0.70
N -1.031 -0.932 -0.072 -0.56
N 0.509 0.840 -0.380 -0.49
O 1.556 -1.147 -0.136 -0.74
S -3.415 0.789 0.308 0.79
H -2.100 -2.581 -0.126 0.27
H 2.402 1.824 1.224 0.26
H 2.891 0.082 1.687 0.25
H 3.696 1.004 0.498 0.26
H 2.314 0.474 -1.241 0.20
H -4.192 -1.379 0.212 0.49
H -1.790 2.131 -0.644 0.45
H -0.250 -1.484 -0.222 0.48
H 0.610 1.851 -0.480 0.44
H 2.436 -1.621 -0.128 0.54
```

Summary:
- Kohn-Sham gap: 8.37 eV
- ΔE to the lowest compared entry with this formula, charge and spin: 26.2 kcal/mol
- Lowest unoccupied orbital energy: -9.60 eV
- E: -850.1683 Ha
- 2S+1: 1
- HOMO energy: -0.661 Eh
- Net charge: +2

=====

Record 12
A gas-phase ion, C4H10N5 (charge +1) in a non-equilibrium geometry. Source: OMol25; level of theory: ωB97M-V/def2-TZVPD.

The geometry in XYZ format:
```
19
Properties=species:S:1:pos:R:3:nbo_charge:R:1
C 1.080 -1.235 0.398 -0.34
C -0.249 -1.318 0.292 0.03
C 1.716 -0.030 -0.159 0.44
C -2.396 -0.554 -0.435 -0.41
N 0.982 0.945 -0.646 -0.40
N -0.916 -0.322 -0.475 -0.27
N 3.053 0.072 -0.108 -0.77
N -0.739 1.629 0.887 -0.69
N -0.363 0.969 -0.350 0.07
H 1.682 -1.935 1.026 0.26
H -0.752 -2.167 0.725 0.25
H -2.653 -0.126 -1.481 0.21
H -2.438 -1.556 -0.525 0.23
H -3.030 -0.012 0.248 0.23
H 3.757 -0.544 -0.435 0.43
H 3.355 1.063 -0.139 0.41
H -1.106 2.562 0.744 0.43
H -0.332 1.144 1.641 0.41
H -0.651 1.416 -1.209 0.46
```

Summary:
- Kohn-Sham gap: 9.76 eV
- ΔE to the lowest compared entry with this formula, charge and spin: 139.8 kcal/mol
- Lowest unoccupied orbital energy: -3.68 eV
- E: -431.8014 Ha
- 2S+1: 1
- HOMO energy: -0.494 Eh
- Net charge: +1

=====

Record 13
2 unconnected molecules or ions with the total composition C4H10NO in a non-equilibrium geometry. Source: OMol25; level of theory: ωB97M-V/def2-TZVPD.

The geometry in XYZ format:
```
16
Properties=species:S:1:pos:R:3:nbo_charge:R:1
N -1.007 -0.024 -1.774 -0.87
C -1.308 0.374 -0.415 -0.32
C -0.958 -1.194 1.537 -0.45
C -1.634 -0.900 0.374 -0.18
H -0.086 -0.473 -1.688 0.38
H -0.896 0.737 -2.410 0.34
H -2.133 1.078 -0.371 0.16
H -0.377 0.722 0.176 0.28
H -1.242 -2.135 1.984 0.16
H 0.009 -0.655 1.725 0.28
H -2.421 -1.628 0.069 0.16
C 2.445 0.828 0.161 -0.22
O 1.332 0.001 0.408 -1.00
H 2.169 1.920 0.114 0.09
H 3.228 0.727 0.945 0.10
H 2.876 0.621 -0.836 0.10
```

Summary:
- Kohn-Sham gap: 7.10 eV
- ΔE to the lowest compared entry with this formula, charge and spin: 38.2 kcal/mol
- Lowest unoccupied orbital energy: 4.54 eV
- E: -288.3307 Ha
- 2S+1: 1
- HOMO energy: -0.094 Eh
- Net charge: -1

=====

Record 14
A gas-phase ion, C4H10NO (charge -1) in a non-equilibrium geometry. Source: OMol25; level of theory: ωB97M-V/def2-TZVPD.

The geometry in XYZ format:
```
16
Properties=species:S:1:pos:R:3:nbo_charge:R:1
C 0.122 0.230 0.509 -0.22
N 0.577 -1.064 0.939 -0.72
C 1.919 -1.567 0.358 0.14
O 2.047 -1.362 -0.940 -0.95
C -1.040 0.306 -0.562 -0.41
C -1.554 1.744 -0.616 -0.61
H 0.997 0.676 0.020 0.21
H -0.153 0.771 1.430 0.14
H -0.082 -1.825 0.839 0.33
H 1.941 -2.663 0.634 0.06
H 2.714 -1.006 0.904 0.06
H -0.606 -0.036 -1.492 0.22
H -1.829 -0.392 -0.253 0.17
H -2.384 1.779 -1.304 0.19
H -0.785 2.460 -0.885 0.20
H -1.885 1.949 0.420 0.19
```

Summary:
- Kohn-Sham gap: 6.29 eV
- ΔE to the lowest compared entry with this formula, charge and spin: 12.7 kcal/mol
- Lowest unoccupied orbital energy: 4.03 eV
- E: -288.3714 Ha
- 2S+1: 1
- HOMO energy: -0.083 Eh
- Net charge: -1

=====

no.,molecular weight (g mol⁻¹)
1,116.144
2,148.142
3,114.152
4,114.152
5,114.152
6,114.152
7,114.152
8,130.151
9,130.151
10,146.150
11,162.218
12,128.159
13,88.130
14,88.130